The following is a quantum chemistry calculation of a molecular structure, C4H6O2, from OMol25.

The value obtained for the LUMO energy is 1.0 eV. As for the HOMO-LUMO gap: 9.54 eV. The relative energy (zero: lowest compared OMol25 entry of this formula, charge and spin) comes out at 455.6 kJ/mol.

Last column: Löwdin charge in e.
Geometry (Å):
C (-0.36137, 0.55747, -1.07858)  -0.1355
C (-0.08149, 0.98905, 0.32043)  -0.2439
O (-0.33797, 0.03900, 1.29754)  -0.0487
C (-0.04811, -1.23663, 0.77905)  -0.1978
O (1.07955, -1.09063, -0.07421)  -0.0983
C (1.06606, 0.04384, -0.84781)  -0.0763
H (-0.39443, 1.36542, -1.80752)  0.1136
H (-1.17127, -0.15445, -1.22321)  0.1141
H (-0.25926, 1.99992, 0.68038)  0.1556
H (0.22257, -1.89468, 1.60522)  0.1422
H (-0.90592, -1.64441, 0.22975)  0.1285
H (1.19165, 1.02611, 0.11896)  0.1464


The following is a quantum chemistry calculation of C4H7NO4 in the gas phase, from OMol25.

The value obtained for the LUMO energy is 0.7 eV. As for the HOMO-LUMO gap: 10.43 eV. The relative energy (zero: lowest compared OMol25 entry of this formula, charge and spin) comes out at 71.7 kJ/mol. The structure (SMILES) is N[C@@H](CC(=O)O)C(=O)O.

Last column: Löwdin charge in e.
Geometry (Å):
N (-1.56451, 1.16737, -0.00373)  0.0564
C (-0.67457, 0.23010, 0.69004)  -0.3105
C (-0.33978, -1.14009, 0.01750)  -0.0359
C (0.60452, -0.91569, -1.16581)  -0.5400
O (1.42332, -0.08172, -1.38889)  0.1356
O (0.42933, -1.95214, -1.97949)  0.1027
C (0.61701, 0.72815, 1.27043)  -0.4673
O (1.59016, 0.04526, 1.35203)  0.1269
O (0.59519, 2.10909, 1.49309)  0.0748
H (-1.84239, 0.83952, -0.96008)  0.0962
H (-0.99763, 2.00824, -0.23286)  0.0843
H (-1.23733, -0.13413, 1.56040)  0.1456
H (-1.19006, -1.61529, -0.46069)  0.1229
H (0.13397, -1.75965, 0.79182)  0.1387
H (0.95191, -1.88906, -2.78972)  0.1307
H (1.50085, 2.36005, 1.80595)  0.1389


The following is a quantum chemistry calculation of 2 unconnected molecules or ions with the total composition C4H10N, from OMol25.

The value obtained for the LUMO energy is -6.0 eV. As for the HOMO-LUMO gap: 7.05 eV. As for the net charge: +1. The relative energy (zero: lowest compared OMol25 entry of this formula, charge and spin) comes out at 386.3 kJ/mol.

Last column: Löwdin charge in e.
Geometry (Å):
C (0.43409, 0.31990, 3.28776)  -0.0538
C (1.00362, -0.51049, 2.34281)  -0.0940
H (0.03336, 1.23028, 2.96072)  0.0167
H (0.43769, 0.04740, 4.36692)  0.0685
H (0.97709, -0.17908, 1.21541)  0.0268
H (1.83817, -1.28979, 2.44530)  0.0719
C (0.31479, -0.00888, -2.56578)  0.0133
C (-1.29532, 0.06364, -0.75969)  0.1942
N (-1.11880, 0.24386, -2.03778)  0.0279
H (0.47960, 0.02213, -3.68542)  0.1281
H (0.82549, 0.72279, -2.01858)  0.0702
H (0.84349, -0.90513, -2.25992)  0.0983
H (-2.22919, -0.29025, -0.45248)  0.1117
H (-0.54697, 0.38758, -0.10166)  0.0774
H (-1.99711, 0.14603, -2.73760)  0.2430


The following is a quantum chemistry calculation of a molecular structure, C34H44F2HfN12O3Si, from OMol25.

The value obtained for the LUMO energy is -6.0 eV. As for the HOMO-LUMO gap: 7.11 eV. As for the net charge: +2.

Last column: Löwdin charge in e.
Geometry (Å):
Hf (0.07970, 0.19863, -0.67869)  1.7507
F (1.96709, -1.75388, -5.56824)  0.0887
C (2.29861, -1.35838, -4.33060)  -0.2654
C (1.29207, -0.98210, -3.45708)  -0.0732
C (1.60418, -0.54731, -2.17201)  -0.2016
C (2.95783, -0.53670, -1.77300)  -0.1348
C (3.92970, -0.93545, -2.69096)  -0.2082
F (5.22582, -0.95756, -2.34560)  0.0898
C (3.63222, -1.33794, -3.97919)  0.0931
C (3.24524, -0.24017, -0.34952)  -0.1908
C (4.50658, -0.15971, 0.23628)  0.0314
C (4.61583, -0.04574, 1.61155)  -0.0039
C (3.47258, -0.05655, 2.39577)  -0.0138
C (2.25493, -0.09100, 1.75107)  -0.1335
N (2.13755, -0.11147, 0.41721)  -0.0222
H (0.26594, -1.06080, -3.79597)  0.1005
H (4.41268, -1.64616, -4.65895)  0.1464
H (5.39170, -0.20747, -0.37370)  0.1176
H (5.59470, 0.01434, 2.06741)  0.1281
H (3.51634, -0.03982, 3.47480)  0.1240
H (1.33126, -0.12389, 2.31281)  0.0852
N (1.63860, 2.30778, -3.48237)  0.0894
N (0.62055, 1.92924, -4.36295)  0.0217
C (-0.58841, 1.57855, -3.93383)  -0.3510
N (-1.52771, 1.32551, -4.83216)  0.2515
N (-0.73511, 1.49385, -2.57367)  0.0706
N (-1.97319, 1.38079, -2.04948)  -0.4065
O (-1.87583, 1.23504, -0.79149)  -0.1206
O (-3.01991, 1.37560, -2.61191)  0.1668
H (2.02124, 3.19487, -3.79375)  0.1167
H (2.35841, 1.59009, -3.47164)  0.0847
H (0.82030, 1.83847, -5.35295)  0.1746
H (-1.34519, 1.45588, -5.81525)  0.1450
H (-2.45882, 1.08031, -4.53379)  0.1146
C (-2.69764, -5.10164, 0.20287)  0.0441
N (-2.71664, -3.97494, -0.71928)  -0.0277
N (-1.86412, -2.91203, -0.59266)  0.1091
C (-1.96302, -2.13355, -1.69154)  -0.3358
O (-1.22942, -1.08590, -1.86464)  -0.1654
C (-2.93138, -2.71237, -2.52816)  0.0854
C (-3.36774, -3.85656, -1.88954)  -0.2323
C (-4.34531, -4.88656, -2.33413)  0.0094
C (-1.06961, -2.64148, 0.56106)  -0.2747
C (0.41557, -2.58932, 0.42333)  -0.1487
C (1.30992, -3.27071, 1.35990)  -0.0433
C (0.88878, -3.37727, 2.61770)  -0.0256
C (-0.41666, -2.80203, 2.96259)  -0.1546
C (-1.56844, -2.77727, 1.99182)  -0.0970
H (-1.75826, -5.09356, 0.74923)  0.1037
H (-2.75572, -6.02111, -0.37527)  0.1047
H (-3.53192, -5.04736, 0.90031)  0.1069
H (-3.25687, -2.34612, -3.48342)  0.1225
H (-4.88429, -4.52853, -3.20685)  0.0942
H (-5.06702, -5.11248, -1.54988)  0.0977
H (-3.83694, -5.81282, -2.60582)  0.0996
H (0.73032, -2.56187, -0.61953)  0.1317
H (2.25721, -3.66248, 1.01775)  0.1156
H (1.46892, -3.86781, 3.38631)  0.1173
H (-0.74304, -2.93619, 3.98458)  0.1284
H (-2.55944, -3.10663, 2.26315)  0.1415
C (-0.11163, 3.64839, -0.70277)  -0.1773
N (0.56670, 2.50701, 0.02580)  -0.1378
C (-0.02268, 2.49994, 1.41391)  -0.2010
N (0.13799, 3.75976, 2.09843)  -0.0680
C (-0.53292, 4.80539, 1.31949)  -0.1353
N (0.03876, 4.90921, -0.02271)  -0.0747
C (1.45955, 5.22682, 0.09581)  -0.1466
N (2.16438, 4.18541, 0.83995)  -0.0722
C (2.01621, 2.92499, 0.15660)  -0.1546
C (1.56892, 4.07837, 2.17367)  -0.1330
H (-1.17126, 3.41712, -0.77899)  0.1133
H (0.33536, 3.70508, -1.69551)  0.1044
H (0.47941, 1.72142, 1.98796)  0.0850
H (-1.08398, 2.25941, 1.32788)  0.1060
H (-0.41975, 5.75970, 1.83273)  0.1389
H (-1.59673, 4.57218, 1.24442)  0.1384
H (1.57368, 6.17937, 0.61281)  0.1382
H (1.89595, 5.31688, -0.90056)  0.1326
H (2.55377, 2.16124, 0.70844)  0.1004
H (2.42151, 2.99138, -0.85627)  0.1241
H (1.69354, 5.02582, 2.69701)  0.1391
H (2.08084, 3.29640, 2.73838)  0.1343
C (-0.50708, 0.93922, 4.31018)  -0.1543
Si (-1.73512, -0.22644, 3.49043)  0.5533
C (-2.57300, -1.22835, 4.82021)  -0.1643
C (-3.03888, 0.72187, 2.52640)  -0.1533
C (-0.89703, -1.46049, 2.35264)  -0.2802
C (-0.42086, -1.31188, 0.86041)  -0.2244
H (-0.67669, 0.92694, 5.38806)  0.0444
H (-0.61542, 1.97456, 3.98545)  0.0192
H (0.53431, 0.64188, 4.16701)  0.0192
H (-3.26317, -0.57945, 5.36299)  0.0487
H (-1.86878, -1.62640, 5.55061)  0.0423
H (-3.16038, -2.05620, 4.42196)  0.0386
H (-3.00514, 1.79226, 2.73222)  0.0344
H (-4.03144, 0.37586, 2.81961)  0.0408
H (-2.96365, 0.57709, 1.44739)  0.0093


Number 1: HOMO -8.58 eV. Number 2: HOMO -9.77 eV. Number 3: HOMO -13.04 eV. Number 4: HOMO -13.13 eV.